{"formula": "C14H32N2O11S3", "method": "ωB97M-V/def2-TZVPD", "symbols": ["C", "C", "N", "C", "C", "N", "C", "O", "O", "C", "S", "O", "O", "C", "C", "O", "H", "H", "H", "H", "H", "H", "H", "H", "H", "H", "H", "H", "H", "H", "H", "H", "O", "S", "O", "O", "C", "C", "C", "H", "H", "H", "H", "H", "H", "H", "H", "O", "S", "O", "O", "C", "C", "C", "H", "H", "H", "H", "H", "H", "H", "H"], "coordinates": [[-2.12, 1.05, -1.20], [-1.90, 2.55, -0.60], [-0.87, 3.30, -1.37], [-1.46, 4.22, -2.40], [-2.52, 3.55, -3.39], [-3.95, 3.75, -3.03], [-4.33, 5.15, -2.97], [-3.76, 6.03, -3.67], [-5.34, 5.65, -2.06], [-4.79, 5.56, -0.70], [-6.01, 4.71, 0.43], [-6.41, 5.57, 1.61], [-7.28, 4.44, -0.38], [-0.07, 4.19, -0.50], [1.36, 4.71, -1.04], [-0.44, 4.61, 0.63], [-2.61, 0.46, -0.34], [-1.13, 0.52, -1.42], [-2.87, 1.02, -2.06], [-1.58, 2.37, 0.50], [-2.91, 3.12, -0.51], [-1.84, 5.16, -1.86], [-0.58, 4.58, -3.06], [-2.25, 2.44, -3.57], [-2.38, 4.05, -4.42], [-4.24, 3.22, -2.20], [-3.76, 5.06, -0.73], [-4.62, 6.61, -0.25], [-5.54, 3.50, 0.94], [1.18, 5.34, -1.99], [2.08, 3.86, -1.26], [1.76, 5.46, -0.27], [-0.99, -3.26, 1.65], [-0.05, -2.66, 0.74], [-0.45, -1.66, -0.21], [0.73, -3.84, -0.05], [-0.03, -4.83, -0.74], [-0.58, -4.30, -2.05], [1.33, -2.05, 1.66], [-0.83, -5.21, -0.10], [0.64, -5.66, -0.94], [-1.33, -3.53, -1.88], [-1.05, -5.11, -2.62], [0.22, -3.86, -2.65], [1.67, -2.83, 2.34], [1.00, -1.18, 2.22], [2.12, -1.77, 0.96], [4.10, -4.75, 4.75], [5.04, -4.15, 3.84], [4.64, -3.14, 2.89], [5.83, -5.32, 3.05], [5.06, -6.32, 2.36], [4.51, -5.79, 1.05], [6.42, -3.54, 4.76], [4.26, -6.70, 3.00], [5.74, -7.15, 2.16], [3.76, -5.02, 1.22], [4.04, -6.60, 0.48], [5.31, -5.35, 0.45], [6.76, -4.32, 5.44], [6.09, -2.67, 5.32], [7.21, -3.26, 4.06]], "lowdin_charge": [-0.0894, -0.2201, -0.1045, -0.1541, -0.1546, 0.0698, -0.4218, 0.0722, -0.0578, -0.2191, 0.7799, -0.4016, -0.3935, -0.3985, -0.0130, 0.0330, 0.0835, 0.0735, 0.0580, 0.1304, 0.0937, 0.1289, 0.1306, 0.1304, 0.1350, 0.1128, 0.0935, 0.1474, 0.0825, 0.0809, 0.0874, 0.0934, -0.2753, 0.6056, -0.2961, -0.2684, -0.2698, -0.0761, -0.1175, 0.1169, 0.1207, 0.0701, 0.0809, 0.0851, 0.0686, 0.0790, 0.0782, -0.2777, 0.6021, -0.2908, -0.2647, -0.2660, -0.0724, -0.1211, 0.1170, 0.1232, 0.0630, 0.0810, 0.0868, 0.0756, 0.0777, 0.0756], "homo_lumo_gap_ev": 10.025, "smiles": "CCN(CCNC(=O)OC[SH](=O)=O)C(C)=O.CCOS(C)(=O)=O.CCOS(C)(=O)=O", "max_force_ha_per_bohr": 0.1424, "homo_ev": -9.9, "charge": 0, "multiplicity": 1}


{"formula": "C5H10NS", "method": "ωB97M-V/def2-TZVPD", "symbols": ["C", "C", "C", "C", "C", "N", "S", "H", "H", "H", "H", "H", "H", "H", "H", "H", "H"], "coordinates": [[-1.85, 0.23, -0.31], [-1.11, -1.03, -0.18], [0.40, -0.94, -0.46], [1.26, -0.45, 0.72], [2.00, 0.82, 0.44], [1.57, 1.63, -0.41], [-3.42, 0.42, 0.22], [-1.31, -1.50, 0.79], [-1.54, -1.72, -0.92], [0.74, -1.93, -0.75], [0.57, -0.26, -1.30], [0.64, -0.27, 1.61], [1.99, -1.21, 1.00], [2.89, 0.98, 1.05], [-1.34, 1.06, -0.77], [-3.59, 1.70, -0.16], [2.10, 2.49, -0.57]], "lowdin_charge": [-0.3493, -0.2357, -0.1865, -0.1700, -0.2355, 0.0986, 1.0778, 0.1404, 0.1567, 0.1205, 0.1017, 0.1191, 0.1171, 0.1217, 0.1035, -0.0460, 0.0660], "homo_lumo_gap_ev": 7.018, "max_force_ha_per_bohr": 0.0224, "homo_ev": -13.3, "charge": 1, "multiplicity": 1}


{"formula": "C3H4N2O2", "method": "ωB97M-V/def2-TZVPD", "symbols": ["C", "C", "C", "H", "H", "H", "H", "N", "N", "O", "O"], "coordinates": [[0.47, 1.01, 0.28], [-1.42, -0.89, 0.02], [1.47, -0.04, -0.19], [0.14, 0.75, 1.27], [0.85, 1.94, 0.22], [-2.12, -1.66, 0.47], [2.41, 0.28, -0.53], [-1.83, 0.17, -0.44], [0.99, -1.24, -0.58], [-0.72, 1.19, -0.54], [-0.24, -1.50, 0.01]], "lowdin_charge": [-0.1610, -0.3020, -0.0147, 0.1237, 0.0834, 0.1647, 0.0943, 0.1259, 0.1063, -0.1338, -0.0867], "homo_lumo_gap_ev": 9.672, "smiles": "C1=NOC=NOC1", "max_force_ha_per_bohr": 0.1070, "homo_ev": -9.5, "charge": 0, "multiplicity": 1}


{"formula": "C2H10NO3", "method": "ωB97M-V/def2-TZVPD", "symbols": ["C", "N", "C", "O", "H", "H", "H", "H", "H", "H", "H", "H", "O", "H", "H", "O"], "coordinates": [[1.59, -1.66, 1.73], [1.12, -1.51, 0.38], [1.15, -0.13, -0.19], [0.88, -0.07, -1.45], [0.97, -1.09, 2.43], [1.45, -2.69, 2.09], [2.65, -1.51, 1.73], [1.70, -2.07, -0.22], [0.50, 0.48, 0.54], [2.16, 0.29, 0.12], [-4.35, 1.98, -1.40], [-3.04, 1.69, -0.67], [-3.91, 1.30, -0.89], [-0.59, 1.51, -0.74], [-1.15, 1.44, -2.11], [-1.14, 2.03, -1.35]], "lowdin_charge": [-0.2055, -0.1446, -0.6452, -0.2848, 0.0643, 0.0532, 0.0468, 0.0769, 0.0808, 0.0792, 0.0168, 0.0009, -0.0883, 0.0000, 0.0418, -0.0923], "homo_lumo_gap_ev": 6.729, "max_force_ha_per_bohr": 0.0288, "homo_ev": -2.8, "charge": -1, "multiplicity": 1}


{"formula": "C5H6S2", "method": "ωB97M-V/def2-TZVPD", "symbols": ["C", "C", "C", "C", "C", "S", "S", "H", "H", "H", "H", "H", "H"], "coordinates": [[1.16, 1.66, -0.02], [1.78, 0.58, -0.37], [0.53, 2.66, 0.38], [0.90, -1.91, -0.25], [-1.67, -0.15, -0.50], [2.39, -0.91, -0.30], [-0.29, -0.72, 0.74], [0.67, 3.65, 0.71], [0.98, -2.91, 0.10], [-1.26, -0.36, -1.52], [-2.58, -0.76, -0.27], [-1.66, 0.89, -0.11], [-0.94, -1.74, 1.41]], "lowdin_charge": [-0.3683, -0.5603, 0.0700, -0.6533, -0.2278, 0.8515, 0.8517, -0.0007, -0.0577, 0.0651, 0.0445, 0.0122, -0.0272], "homo_lumo_gap_ev": [6.716, 6.716], "max_force_ha_per_bohr": 0.0601, "homo_ev": [-7.3, -7.3], "charge": 0, "multiplicity": 1}


{"formula": "C38H42N3NiO4S", "method": "ωB97M-V/def2-TZVPD", "symbols": ["Ni", "C", "C", "C", "C", "C", "C", "C", "C", "C", "C", "C", "C", "N", "C", "O", "C", "C", "C", "C", "C", "N", "C", "O", "N", "C", "C", "C", "C", "C", "C", "C", "C", "C", "C", "C", "C", "H", "H", "H", "H", "H", "H", "H", "H", "H", "H", "H", "H", "H", "H", "H", "H", "H", "H", "H", "H", "H", "H", "H", "H", "H", "H", "H", "H", "H", "H", "H", "H", "H", "H", "H", "H", "H", "O", "C", "O", "C", "C", "C", "C", "S", "C", "C", "H", "H", "H", "H", "H"], "coordinates": [[-0.08, 0.39, -0.77], [3.48, 0.10, 0.35], [2.68, -0.67, 1.40], [1.59, 0.21, 2.03], [2.16, -2.03, 0.96], [2.35, -3.10, 1.84], [1.92, -4.37, 1.53], [1.28, -4.60, 0.33], [1.05, -3.57, -0.58], [0.31, -3.89, -1.86], [-1.00, -4.63, -1.59], [1.19, -4.73, -2.80], [1.49, -2.27, -0.26], [1.21, -1.16, -1.11], [1.81, -1.15, -2.31], [2.62, -1.95, -2.79], [1.46, 0.09, -3.11], [1.97, 0.43, -4.36], [1.63, 1.68, -4.87], [0.86, 2.58, -4.14], [0.41, 2.17, -2.90], [0.67, 0.94, -2.48], [-0.25, 3.05, -1.84], [-0.54, 4.21, -2.13], [-0.34, 2.42, -0.66], [-0.63, 3.23, 0.48], [0.41, 3.95, 1.10], [0.13, 4.70, 2.23], [-1.15, 4.74, 2.77], [-2.16, 4.04, 2.15], [-1.93, 3.28, 1.00], [-3.08, 2.57, 0.33], [-4.09, 3.56, -0.25], [-3.76, 1.59, 1.28], [1.81, 3.99, 0.50], [2.91, 3.88, 1.56], [2.01, 5.27, -0.32], [4.14, 0.82, 0.85], [2.84, 0.66, -0.33], [4.10, -0.57, -0.25], [3.38, -0.90, 2.21], [0.97, 0.71, 1.28], [2.02, 1.01, 2.62], [0.93, -0.37, 2.69], [2.87, -2.91, 2.77], [2.10, -5.19, 2.22], [0.95, -5.60, 0.08], [0.07, -2.95, -2.35], [-0.82, -5.64, -1.21], [-1.58, -4.72, -2.51], [-1.61, -4.10, -0.85], [1.42, -5.70, -2.35], [2.12, -4.22, -3.02], [0.66, -4.92, -3.74], [2.62, -0.26, -4.87], [2.01, 1.97, -5.85], [0.64, 3.58, -4.48], [0.92, 5.26, 2.71], [-1.35, 5.32, 3.66], [-3.17, 4.07, 2.56], [-2.67, 1.99, -0.50], [-4.56, 4.15, 0.54], [-4.88, 3.03, -0.79], [-3.60, 4.24, -0.94], [-4.55, 1.03, 0.77], [-4.22, 2.11, 2.13], [-3.05, 0.86, 1.68], [1.90, 3.13, -0.17], [2.94, 4.76, 2.21], [3.88, 3.81, 1.07], [2.78, 3.00, 2.19], [1.96, 6.14, 0.34], [1.25, 5.37, -1.08], [3.00, 5.27, -0.79], [-1.66, -5.48, 3.32], [-2.80, -5.04, 2.74], [-3.83, -5.63, 2.92], [-2.66, -3.85, 1.87], [-1.54, -3.02, 1.91], [-1.43, -1.95, 1.05], [-2.39, -1.70, 0.06], [-2.17, -0.48, -1.16], [-3.55, -2.50, 0.08], [-3.68, -3.54, 0.97], [-0.91, -4.99, 2.97], [-0.74, -3.17, 2.63], [-0.55, -1.32, 1.11], [-4.32, -2.30, -0.65], [-4.56, -4.17, 0.96]], "lowdin_charge": [0.4857, -0.0542, -0.3503, -0.0478, -0.1440, -0.0548, -0.0989, -0.0453, -0.1262, -0.3595, -0.0506, -0.0630, -0.1647, 0.0367, -0.4799, 0.0323, -0.1476, 0.0139, -0.0403, 0.0141, -0.1479, 0.0658, -0.4750, 0.0294, 0.0138, -0.1572, -0.1334, -0.0479, -0.0853, -0.0460, -0.1337, -0.4005, -0.0586, -0.0748, -0.3682, -0.0766, -0.0535, 0.0740, 0.0539, 0.0878, 0.1210, 0.0432, 0.0689, 0.0817, 0.1064, 0.0974, 0.1082, 0.1204, 0.0739, 0.0835, 0.0544, 0.0740, 0.0619, 0.0769, 0.1162, 0.1046, 0.1166, 0.1009, 0.0941, 0.1048, 0.0490, 0.0711, 0.0757, 0.0800, 0.0754, 0.0700, 0.0719, 0.1130, 0.0669, 0.0767, 0.0576, 0.0793, 0.0637, 0.0759, 0.0948, -0.4869, 0.0977, -0.1590, -0.0279, -0.1173, -0.6722, 0.6896, -0.1182, -0.0247, 0.0754, 0.1125, 0.0618, 0.0995, 0.1183], "homo_lumo_gap_ev": [7.549, 7.176], "s_squared": 2.01, "max_force_ha_per_bohr": 0.0039, "homo_ev": [-5.1, -5.0], "charge": -1, "multiplicity": 3}